(1)
95
Properties=species:S:1:pos:R:3 method="wB97M-V/def2-TZVPD" homo_ev=-4.21 molar_mass_g_mol=1105.96 total_charge=-1 homo_lumo_gap_ha=0.227
C 0.07 3.02 -5.84
C -2.71 -3.70 3.38
H -0.09 4.05 -5.56
Tl -0.26 0.70 -2.14
H 0.95 -0.09 5.86
C -3.20 2.11 0.39
H -0.98 -2.97 4.53
C 0.76 3.58 -2.99
C 3.75 -2.30 1.35
H -3.61 2.23 1.41
H 3.45 -2.41 0.31
H -2.44 2.79 -3.56
N 0.99 2.36 -0.85
C 2.90 -1.22 2.03
C 1.63 -2.04 -2.97
H -3.70 1.24 -0.04
O 0.04 -0.36 1.46
H -1.27 2.61 0.86
O 2.44 -1.48 -5.12
H -3.87 -3.53 1.50
H 2.07 -0.49 4.55
H -4.56 3.68 -0.10
C -0.01 2.60 -7.16
H 2.46 -3.68 -4.04
C 1.68 -1.15 -4.20
C -3.57 3.34 -0.43
C 0.23 1.28 -7.49
H -0.27 3.32 -7.93
C 1.76 4.65 0.50
H -1.65 0.01 5.16
C -0.53 1.63 4.20
H 3.35 -4.44 1.46
H 1.48 2.14 4.96
H 1.48 5.61 -1.43
N -2.34 2.92 -2.56
I -2.53 -0.79 -1.91
N 1.15 -1.56 -1.82
C 1.68 3.43 1.16
H 2.05 5.55 1.02
C -1.13 0.20 4.22
H -2.51 -1.55 1.56
C 1.30 -3.73 -0.85
H -1.52 0.99 0.87
N 0.02 -0.71 4.10
H 2.57 -0.45 1.33
H 1.34 -4.02 2.60
H 4.25 -3.82 2.84
H -1.74 3.74 -2.45
C 0.40 2.10 -4.85
H 2.14 -5.27 -2.11
H -2.88 4.16 -0.18
H -2.47 -4.59 1.43
H -1.62 -2.56 0.44
C 0.56 0.35 -6.51
N -0.85 -2.57 2.45
C 3.45 -3.59 2.14
N 1.75 -1.96 2.53
N 0.54 2.38 -3.48
C -2.86 -3.66 1.86
H 0.18 0.96 -8.53
H 0.54 -1.96 0.09
C 0.99 1.43 4.30
C 1.07 3.53 -1.49
H 1.92 3.35 2.21
C 2.13 -3.32 2.89
H 1.45 1.51 3.31
N 0.85 -0.12 -4.11
C 1.28 2.31 0.45
C 1.11 -0.02 4.78
O 0.81 4.69 -3.53
C 0.64 0.74 -5.18
H 0.77 -0.68 -6.77
I -5.12 -2.56 -1.16
C -1.97 -2.50 1.47
C 0.97 -2.39 -0.80
P 0.23 -1.34 2.56
H 2.28 -3.43 3.98
N -1.77 1.85 0.40
C -3.64 3.17 -1.94
H -0.66 -4.39 3.52
H 1.16 1.34 0.93
H 1.11 -4.37 0.00
H -4.13 4.06 -2.36
C 1.44 4.70 -0.85
H -3.03 -4.64 3.83
H 3.46 -0.74 2.84
C 2.04 -3.37 -3.09
H -1.83 0.04 3.40
H -0.81 2.17 3.30
H -4.28 2.31 -2.16
C -1.22 -3.45 3.58
H -3.29 -2.89 3.84
H 4.81 -2.04 1.37
C 1.87 -4.23 -2.02
H -0.91 2.20 5.06

---

(2)
105
Properties=species:S:1:pos:R:3 method="wB97M-V/def2-TZVPD" homo_ev=-7.98 molar_mass_g_mol=863.86 total_charge=0 homo_lumo_gap_ha=0.297
H 3.19 3.31 4.12
C -8.07 0.19 1.02
C 4.45 2.44 -0.48
C 0.29 -3.65 -8.98
N -1.10 2.24 -1.63
S -0.40 -2.04 2.23
H -2.09 1.75 -4.58
F -1.47 -3.05 -0.42
C -3.90 -6.45 2.32
N 2.19 5.12 1.73
C -1.06 -3.18 -9.28
H 1.32 8.51 -1.39
H 0.37 7.25 -2.20
C 4.54 -5.21 3.04
C 2.71 7.73 5.20
H 2.55 0.25 4.13
H -9.00 -0.24 0.66
C 2.30 -2.03 1.84
H -5.37 -5.12 1.63
H -5.19 -2.63 3.33
H 0.18 2.61 1.65
F -1.73 -0.92 -0.90
H 0.68 1.46 0.38
C 2.20 8.61 4.15
H 0.88 -2.84 -8.56
F -3.40 -2.13 -0.37
N 7.06 4.46 -0.77
C -7.03 -1.84 3.95
C 2.86 4.67 2.56
F -2.22 -0.25 1.57
C 3.71 4.12 3.61
H -2.01 0.16 -3.80
C 1.07 -1.14 1.55
H 9.56 3.07 0.53
C 0.71 6.90 -0.16
H -4.47 -5.95 0.36
C -2.45 1.14 -7.54
N -3.52 -7.21 3.08
H -3.40 1.22 -3.52
C -2.79 -8.56 -1.54
H 1.24 9.02 4.45
N 3.12 7.04 6.02
H -3.23 -0.51 -8.58
H -8.12 0.29 2.10
C -7.86 1.50 0.40
N -2.46 2.26 -7.30
C -2.08 -1.92 -0.12
H 2.92 3.72 -1.12
C 7.76 4.00 0.01
C -2.33 1.19 -3.68
O 1.13 -0.93 0.16
N -7.70 2.53 -0.08
H 0.24 -4.47 -8.26
H -5.66 -3.05 4.98
N -8.10 -1.52 3.73
C -4.17 -8.15 -1.82
H 3.73 -5.51 2.38
N 4.89 1.73 0.31
H 1.92 2.40 1.31
C -5.66 -2.26 4.24
O 2.40 -1.52 -1.61
C -1.64 1.78 -2.53
H 3.93 -0.90 0.98
C -2.45 -0.29 -7.85
C 3.28 -1.72 0.68
H 4.43 -5.70 4.00
H -5.08 -1.42 4.61
C 4.50 -3.76 3.22
C 0.48 7.82 -1.28
H -1.49 -0.57 -8.27
H 2.79 -1.86 2.81
H -2.22 -7.72 -1.16
H 8.91 4.18 1.75
C 8.65 3.42 1.01
C 0.95 1.89 1.35
C -1.97 -1.54 1.39
H 8.16 2.59 1.51
H 2.06 8.04 3.23
P 1.11 0.51 2.55
F -2.94 -2.22 2.03
H -2.63 -0.87 -6.95
H 4.55 4.17 -1.66
O -0.55 -1.65 3.60
H 2.10 -3.09 1.68
C -4.39 -5.48 1.34
N -2.12 -2.81 -9.52
H -3.71 -4.63 1.28
O -0.27 -3.48 2.20
O 2.60 0.65 3.26
H 2.90 9.42 3.97
H 4.63 3.73 3.17
H 5.49 -5.49 2.59
H -2.33 -8.94 -2.44
H 3.96 4.90 4.33
H 0.77 -4.01 -9.89
H -0.43 8.39 -1.10
H 3.71 2.79 -2.41
C 3.87 3.33 -1.48
H -7.24 -0.47 0.76
H 3.82 -2.62 0.41
N 4.47 -2.62 3.37
N 0.89 6.16 0.71
H -2.80 -9.35 -0.79
N -5.24 -7.81 -2.03
C 2.28 -1.40 -0.45

---

(3)
89
Properties=species:S:1:pos:R:3 method="wB97M-V/def2-TZVPD" homo_ev="-6.36 / -6.56" molar_mass_g_mol=851.71 spin_multiplicity=2 total_charge=0 homo_lumo_gap_ha="0.206 / 0.202"
H -5.16 -0.07 1.23
C -4.82 2.80 -0.14
C -1.95 -2.73 3.99
C 2.79 2.45 -0.01
H -1.36 1.69 -3.60
C -2.60 -3.40 -2.97
C -1.90 2.43 3.53
C 4.56 0.55 0.04
Pt 0.34 -0.37 0.01
H 3.58 3.11 -0.37
H -3.29 -4.19 -3.22
H 1.22 0.48 -4.99
C 0.63 -0.06 4.28
H 1.59 0.86 2.58
H -4.67 3.46 -0.99
H 1.14 3.27 2.88
H -1.48 2.78 4.47
H -4.06 0.81 2.28
H 0.99 4.58 1.72
C 4.47 -0.83 0.07
C 0.86 0.14 -2.91
H 5.46 1.15 0.02
H 1.15 4.64 -1.39
H 2.50 2.78 0.98
H 0.65 5.13 -2.99
H 1.60 0.85 -2.57
H -2.13 -2.98 5.03
Ge -1.24 2.07 -0.03
H -2.01 5.68 1.17
N 0.17 -0.50 1.98
N 0.18 -0.51 -1.96
H -1.91 5.77 -0.96
H -2.72 2.78 -3.69
H -1.21 3.20 -4.46
C 2.49 -2.50 0.09
C -2.60 -3.41 2.98
C -1.95 -2.72 -3.98
H -2.98 2.51 3.61
C 0.65 -0.07 -4.26
C -2.32 5.03 1.97
H -3.22 4.94 -1.77
H -3.83 0.95 -2.62
C -2.40 -3.09 -1.64
H -2.12 -2.97 -5.02
H -3.40 -0.54 -1.82
H 1.91 2.53 -0.66
H -3.37 4.80 1.82
C -1.64 2.73 -3.59
H -0.49 -1.20 -5.70
C -0.78 -1.41 2.32
H -2.23 5.59 2.90
H 3.29 -3.25 0.08
C -1.02 -1.72 -3.67
C -1.49 -2.08 -1.25
C 0.85 0.15 2.93
H -5.84 2.42 -0.19
H -3.29 -4.20 3.22
Si -3.59 1.33 -0.14
C 0.69 4.29 -2.31
H 1.19 0.49 5.01
H 1.34 3.54 -2.74
C -0.77 -1.42 -2.31
N 2.38 0.01 0.05
Si -1.08 3.60 -1.97
C -2.39 -3.09 1.65
C -0.29 -1.01 -4.65
C -2.16 5.18 -1.83
C 3.25 1.04 0.02
H 0.44 4.79 3.36
C 3.11 -1.14 0.08
H -3.51 -0.63 1.45
C -1.02 -1.72 3.68
N -1.21 -1.62 0.01
H -5.04 0.04 -1.73
C -0.31 -1.00 4.67
H -2.03 5.82 -2.70
H -2.94 -3.64 -0.90
C -1.49 -2.08 1.26
H -0.51 -1.20 5.71
H -2.94 -3.65 0.90
H 1.89 -2.67 0.99
H -1.66 1.38 3.45
H -4.74 3.40 0.76
H 5.27 -1.54 0.06
Si -1.24 3.44 2.05
C -4.13 0.26 1.34
C -4.00 0.35 -1.73
C 0.50 4.08 2.55
H 1.87 -2.66 -0.79

---

(4)
92
Properties=species:S:1:pos:R:3 method="wB97M-V/def2-TZVPD" homo_ev=-11.75 molar_mass_g_mol=815.19 total_charge=+2 homo_lumo_gap_ha=0.228
C 22.43 21.98 9.17
N 15.21 15.90 10.05
H 10.70 10.12 10.95
H 17.05 13.36 6.49
C 12.16 14.89 4.01
Zn 14.90 14.29 8.79
C 14.36 8.49 8.26
Si 14.71 10.15 7.55
H 13.45 8.41 8.89
H 14.32 9.87 12.80
C 13.28 10.50 6.42
C 20.66 20.48 10.07
C 13.14 14.47 6.22
C 18.56 16.28 8.43
C 21.69 20.77 9.14
C 17.50 14.21 7.02
N 20.11 18.23 9.09
H 12.19 13.78 3.87
H 12.78 15.39 3.27
C 16.49 12.28 12.39
C 21.09 22.60 11.08
C 16.03 18.33 11.22
C 19.00 17.43 9.13
H 24.13 25.40 9.99
H 18.50 11.73 8.96
H 13.42 13.50 12.14
H 19.12 11.46 10.64
H 20.10 16.42 6.91
C 22.18 22.80 10.24
H 17.77 9.19 11.51
H 20.82 23.35 11.82
H 13.51 16.06 11.26
N 16.84 14.69 8.08
C 14.82 17.79 11.56
Sb 14.59 11.85 9.42
C 19.23 15.83 7.29
H 19.61 21.24 11.75
H 11.82 13.01 12.83
C 20.38 21.41 11.02
C 23.88 24.39 9.61
H 13.17 13.41 6.01
H 20.97 18.14 8.54
H 12.38 10.82 7.03
H 14.14 7.80 7.44
H 23.03 22.17 8.33
H 19.12 14.47 5.60
H 11.33 10.49 9.37
H 16.34 19.36 11.51
H 15.62 11.91 12.93
C 19.83 19.32 9.88
H 11.18 15.33 3.88
H 16.40 13.34 12.12
H 24.76 23.74 9.82
C 16.27 10.19 6.63
C 13.53 9.67 12.12
H 16.64 11.20 6.54
C 17.29 15.78 8.74
N 12.61 15.28 5.32
H 14.09 17.20 7.46
H 12.74 9.29 12.83
H 14.11 18.33 12.15
H 17.54 9.27 9.91
C 13.54 16.43 6.92
C 12.87 16.56 5.70
C 16.42 16.41 9.78
C 11.28 10.83 10.37
Si 16.74 11.37 10.73
C 18.17 18.04 10.06
H 16.19 9.76 5.68
C 14.45 16.54 10.97
H 15.26 8.06 8.79
C 12.82 12.68 12.50
N 18.71 19.17 10.53
H 18.44 13.06 10.05
H 13.27 12.38 13.51
H 12.49 17.37 5.20
C 18.34 11.96 10.01
H 10.65 11.74 10.25
H 13.77 8.92 11.34
C 16.87 17.60 10.41
H 17.02 9.66 7.26
C 17.03 9.50 10.80
H 13.02 9.62 5.87
N 13.72 15.11 7.24
C 18.67 14.76 6.53
H 21.87 20.04 8.35
H 23.67 24.46 8.58
H 17.37 12.23 13.03
Si 12.87 11.20 11.27
H 13.36 11.25 5.56
O 22.81 24.00 10.44
H 16.23 8.79 10.88